Entry 1:
Density functional theory data (the ωB97M-V functional and the def2-TZVPD basis) for a structure of composition C41H47N8O2RhS3.

Last column: Löwdin spin population.
Element x y z (Å)
Rh -0.08748 0.04863 0.20799  2.411
C -2.99093 -1.35425 1.48334  0.022
N -2.14558 -0.16356 1.28596  0.280
C -2.66292 0.95227 1.65176  -0.006
C -1.89786 2.16437 1.61075  0.300
C -2.31721 3.46912 2.03907  0.027
C -1.22253 4.25083 1.93090  0.160
C -0.15520 3.37723 1.41950  0.237
N -0.55955 2.14936 1.21499  0.068
C -4.09589 -1.46853 0.45005  0.012
C -5.32193 -2.00887 0.81505  0.001
C -6.32838 -2.16154 -0.13280  0.001
C -6.11748 -1.76834 -1.44633  0.000
C -4.89682 -1.21745 -1.81544  0.000
C -3.89269 -1.06940 -0.86900  0.001
H -3.42583 -1.32245 2.48295  0.006
H -2.33210 -2.21578 1.44510  0.001
H -3.67811 0.99874 2.04724  -0.001
H -3.29994 3.73607 2.39984  -0.002
H -1.12680 5.30014 2.17048  0.006
H 0.87116 3.67773 1.24401  0.010
H -5.49541 -2.31709 1.84108  0.000
H -7.28173 -2.58335 0.16029  0.000
H -6.90531 -1.88319 -2.18011  0.000
H -4.72807 -0.90148 -2.83893  0.000
H -2.94901 -0.62498 -1.15753  0.000
C 2.29716 2.76771 -1.27512  0.000
C 2.63643 1.32982 -1.49086  0.005
N 1.93076 0.32612 -1.04153  0.061
C 2.46440 -0.88886 -1.44025  0.002
C 3.59107 -0.78465 -2.18644  0.002
S 4.00899 0.85549 -2.38820  0.006
C 1.78892 -2.14838 -1.09935  0.002
C 2.36358 -3.37178 -1.15041  0.001
S 1.19299 -4.57343 -0.87357  0.006
C -0.00947 -3.37550 -0.65776  0.005
N 0.43643 -2.14846 -0.77915  0.048
C -1.42785 -3.78319 -0.41558  0.000
H 1.50511 2.82670 -0.53484  0.000
H 1.93998 3.22373 -2.19965  0.000
H 3.16195 3.33749 -0.93604  0.000
H 4.17411 -1.57279 -2.63846  0.000
H 3.39469 -3.61886 -1.35389  0.000
H -1.67652 -4.65147 -1.02594  0.000
H -2.11124 -2.97717 -0.67546  0.000
H -1.58293 -4.07117 0.62585  0.000
C -2.45177 -3.79606 -5.77327  0.000
C -1.61876 -2.72081 -6.45446  0.000
N -1.11287 -1.69974 -5.52173  0.000
C 0.30807 -1.72972 -5.18700  0.000
C 0.69377 -2.92430 -4.32720  0.000
C -1.98745 -0.76637 -5.10319  0.000
O -3.15349 -0.71358 -5.46334  0.000
C -1.55515 0.24929 -4.07287  0.002
C -1.73195 1.60050 -4.34447  0.003
C -1.49641 2.52464 -3.34087  0.002
C -1.13353 2.06497 -2.08778  0.007
N -0.97513 0.76550 -1.81145  0.062
C -1.16831 -0.11785 -2.80113  0.006
H -2.78154 -4.52904 -6.51111  0.000
H -3.33595 -3.35531 -5.31506  0.000
H -1.87712 -4.32158 -5.00755  0.000
H -2.21394 -2.21607 -7.21263  0.000
H -0.74869 -3.15886 -6.94308  0.000
H 0.57187 -0.80309 -4.68147  0.000
H 0.87382 -1.74949 -6.12064  0.000
H 0.11193 -2.94055 -3.39993  0.000
H 1.75468 -2.87720 -4.07282  0.000
H 0.51831 -3.86531 -4.85053  0.000
H -2.06897 1.90985 -5.32641  0.000
H -1.62711 3.58558 -3.51265  0.000
H -0.99327 2.75282 -1.26365  0.001
H -1.03258 -1.16153 -2.54117  0.000
C 4.97672 -0.61934 4.21500  0.000
C 5.10456 0.53888 3.22901  0.001
C 3.90483 0.66072 2.30083  0.004
N 2.70710 1.04033 3.06861  0.023
C 1.54692 0.43003 3.07427  0.038
S 1.17529 -0.91113 2.05438  0.149
N 0.53457 0.86961 3.87272  0.010
C 0.34338 2.10279 4.56353  0.003
O -0.76066 2.58034 4.53433  0.012
C 1.48798 2.69600 5.29426  0.000
C 2.35607 1.88971 6.02874  0.000
C 3.37746 2.47285 6.76174  0.000
C 3.53434 3.85433 6.75205  0.000
C 2.66167 4.65816 6.02629  0.000
C 1.62752 4.08127 5.30726  0.000
H 5.83560 -0.65879 4.88485  0.000
H 4.91892 -1.57556 3.68921  0.000
H 4.08051 -0.52611 4.83499  0.000
H 5.98825 0.40387 2.60293  0.000
H 5.24714 1.48383 3.76401  0.000
H 3.69828 -0.28285 1.80218  0.003
H 4.07761 1.41991 1.53642  0.000
H 2.83989 1.78692 3.74277  0.001
H -0.34932 0.42997 3.65490  0.000
H 2.21345 0.81405 6.04994  0.000
H 4.04079 1.85294 7.35110  0.000
H 4.33297 4.30792 7.32529  0.000
H 2.77869 5.73407 6.03685  0.000
H 0.91607 4.69304 4.76542  0.000

Properties
- Multiplicity: 5
- HOMO energy (spin up / spin down): -13.039 / -13.441 eV
- DFT total energy: -94797.713 eV
- Kohn-Sham gap (spin up / spin down): 7.99 / 5.70 eV
- Net charge: +2



Entry 2:
Density functional theory data (the ωB97M-V functional and the def2-TZVPD basis) for a structure of composition C16H22Br8NO4PS.

Last column: natural (NBO) charge in e.
Element x y z (Å)
O 0.05681 -2.22579 -3.75057  -0.553
C 0.62795 -1.26531 -4.19933  0.695
N 0.02800 -0.25083 -4.96394  -0.645
C 0.84016 0.91418 -4.84703  0.667
O 0.43981 2.02747 -5.05488  -0.533
C 2.17844 0.43747 -4.38975  -0.061
C 2.04831 -0.88917 -4.00175  -0.146
C 3.08722 -1.63991 -3.51338  -0.139
C 4.32445 -1.02314 -3.44995  -0.186
C 4.48177 0.29925 -3.85059  -0.149
C 3.42344 1.05973 -4.32640  -0.411
P 3.78707 2.77840 -4.83657  1.843
O 2.57644 3.79045 -4.62364  -0.957
O 4.14585 2.76378 -6.39061  -0.970
S 5.31523 3.39947 -3.83109  -0.627
H -0.91799 -0.05798 -4.64614  0.418
H 2.92714 -2.66849 -3.22728  0.240
H 5.18157 -1.56942 -3.08644  0.226
H 5.46755 0.73160 -3.77836  0.260
H 2.08940 3.47442 -3.84577  0.521
H 3.45422 3.18490 -6.92227  0.515
Br -0.56810 -1.38082 -1.55068  0.016
C -0.55205 -0.71191 0.27401  -0.489
C -1.50554 0.44436 0.41806  -0.435
Br -0.74995 2.01541 -0.46271  -0.033
H 0.47536 -0.43309 0.48699  0.223
H -0.84292 -1.53881 0.91709  0.242
H -1.64980 0.71011 1.46277  0.229
H -2.47100 0.26315 -0.04236  0.230
Br -2.98580 -3.51375 0.59526  -0.008
C -3.23318 -4.00785 2.46240  -0.451
C -3.62974 -2.83335 3.31301  -0.446
Br -2.11843 -1.66587 3.69295  -0.028
H -2.30763 -4.46944 2.78965  0.233
H -4.02770 -4.75038 2.45814  0.233
H -3.97638 -3.17582 4.28664  0.239
H -4.39344 -2.21725 2.85020  0.231
Br -0.30828 5.87498 0.70816  -0.015
C 1.25035 4.77740 1.10424  -0.454
C 2.47418 5.25384 0.37058  -0.440
Br 2.49928 4.77265 -1.52120  -0.022
H 0.98411 3.75384 0.86424  0.240
H 1.39721 4.87242 2.17780  0.227
H 3.36532 4.78402 0.78043  0.229
H 2.58092 6.33271 0.40779  0.231
Br -6.18015 -3.98993 6.66115  -0.017
C -5.03257 -3.59311 8.18186  -0.446
C -3.80069 -2.84020 7.75968  -0.450
Br -2.50990 -4.00650 6.89410  -0.011
H -4.80248 -4.53969 8.65883  0.234
H -5.63839 -2.98583 8.85022  0.231
H -3.28580 -2.43262 8.62643  0.233
H -4.01967 -2.03975 7.06001  0.233

Properties
- HOMO energy: -8.520 eV
- DFT total energy: -607095.926 eV
- Kohn-Sham gap: 7.85 eV
- Net charge: 0



Entry 3:
Density functional theory data (the ωB97M-V functional and the def2-TZVPD basis) for the ion C4H7N4 with charge +1.

Last column: Löwdin spin population.
Element x y z (Å)
C -2.55035 1.53028 0.32142  0.642
C -1.25262 -0.88740 -0.19069  0.111
C -0.37071 0.06857 0.15387  0.500
C 1.99786 0.54784 -0.11126  0.113
N -3.18064 0.50553 0.17357  0.244
N -2.65988 -0.66496 -0.15674  0.138
N 3.19137 -0.02870 -0.11179  0.089
N 0.91623 -0.07145 0.36391  0.077
H -2.14671 2.39034 0.81478  0.040
H -0.93756 -1.92041 -0.50051  0.020
H 1.90051 1.59077 -0.48412  0.004
H -3.24376 -1.41737 -0.53999  0.001
H 3.96965 0.39963 -0.38852  0.003
H 3.15315 -1.00418 -0.12374  0.006
H 1.21344 -1.03849 0.77980  0.012

Properties
- Multiplicity: 3
- HOMO energy (spin up / spin down): -9.823 / -12.338 eV
- DFT total energy: -10207.801 eV
- Kohn-Sham gap (spin up / spin down): 5.51 / 6.57 eV
- Net charge: +1



Computed values of energy above the lowest of the compared OMol25 structures with the same formula, charge and spin (unit: eV) for the preceding records, in sequence: 0.000, 0.000, 2.830.